1.
{
  "formula": "C6H12NO",
  "method": "ωB97M-V with the def2-TZVPD basis set",
  "symbols": ["C", "C", "C", "C", "C", "C", "N", "O", "H", "H", "H", "H", "H", "H", "H", "H", "H", "H", "H", "H"],
  "xyz": [[-3.2663, -0.2458, 0.3254], [-2.0671, 0.2727, 0.3019], [-3.9773, -0.6462, -0.9779], [2.5549, 0.9876, -1.0256], [3.0380, -1.2362, -0.2296], [2.0817, -0.1542, -0.2171], [-1.1371, 1.1475, 0.3756], [1.0640, -0.2326, 0.4386], [-4.9562, -0.7646, -0.5377], [-3.9559, 0.1183, -1.7283], [-3.6012, -1.6619, -1.1667], [1.8614, 1.1881, -1.8709], [2.5921, 1.9131, -0.3485], [3.5030, 0.5987, -1.2703], [3.9908, -1.1188, 0.1509], [2.6130, -2.1836, 0.1628], [3.3109, -1.3491, -1.3252], [-0.1331, 0.7688, 0.3783], [-1.1354, 2.1520, 0.4424], [-3.6301, -0.4557, 1.4201]],
  "forces_ev_per_angstrom": [[1.2, 0.1, 1.0], [-0.3, 2.7, 0.8], [-0.1, -0.9, 3.0], [-1.7, 1.9, 1.1], [-1.2, -3.3, -2.3], [0.4, 0.3, 0.8], [0.8, -2.4, -0.3], [-1.0, 0.3, 0.1], [-0.8, -0.1, -0.9], [0.3, 0.0, -0.5], [-0.2, 0.5, -0.8], [0.7, -0.1, 0.3], [0.1, -1.2, -1.1], [1.3, 1.0, -1.2], [1.8, 0.9, 1.4], [0.3, 0.6, -0.3], [-0.5, -0.4, 0.9], [-0.3, -0.3, 0.0], [-1.3, 0.4, 0.0], [0.5, 0.1, -2.3]],
  "mulliken_charge": [-0.1800, 0.3155, -0.8936, -1.0678, -1.3902, 1.0475, -0.2401, -0.6874, 0.2831, 0.3803, 0.3130, 0.3058, 0.3117, 0.3595, 0.4076, 0.2998, 0.3984, 0.4418, 0.2588, 0.3364],
  "e_homo_ev": -13.88,
  "total_charge": 1,
  "gap_ev": 10.039,
  "de_lowest_ev": 1.977
}

=====

2.
{
  "formula": "C6H12NO2",
  "method": "ωB97M-V with the def2-TZVPD basis set",
  "symbols": ["C", "N", "C", "C", "O", "C", "C", "C", "O", "H", "H", "H", "H", "H", "H", "H", "H", "H", "H", "H", "H"],
  "xyz": [[0.9050, 0.0292, -2.5178], [-0.0947, -0.3353, -1.4655], [-1.0473, -1.3909, -1.9795], [-0.0812, 0.0679, -0.1977], [-0.8542, -0.5945, 0.6259], [-0.9616, -0.1206, 1.9749], [0.3634, 0.3452, 2.5590], [0.7560, 1.4852, 1.5965], [0.7386, 1.0278, 0.2546], [1.6720, 0.4829, -1.9622], [0.4748, 0.4174, -3.3763], [1.2638, -0.9131, -2.9366], [-2.0213, -0.8341, -2.2447], [-1.3258, -1.9742, -1.0526], [-0.6676, -1.9167, -2.8176], [-1.3704, -0.9527, 2.4113], [-1.7691, 0.6316, 2.0892], [0.1706, 0.8822, 3.5892], [1.1889, -0.4040, 2.6996], [0.2952, 2.4794, 1.7822], [1.8617, 1.6678, 1.7934]],
  "forces_ev_per_angstrom": [[-0.2, -2.4, 2.1], [0.2, -0.2, -0.7], [-2.7, 2.1, 3.4], [0.6, -0.1, -0.2], [0.3, 0.9, -1.0], [-0.1, 1.0, 0.9], [-0.6, 2.0, 1.1], [3.0, -0.1, 2.4], [-1.2, -1.0, -2.7], [1.2, 1.3, -0.3], [-1.0, 2.0, -1.1], [0.4, -0.2, 0.6], [1.5, -0.9, 0.0], [0.4, -0.1, -1.6], [0.6, -0.5, -0.4], [-0.7, -2.1, 1.5], [0.7, 0.0, -0.6], [0.3, -1.3, -1.9], [-1.1, 0.5, -0.4], [-0.4, -0.9, -0.7], [-1.3, 0.0, -0.5]],
  "mulliken_charge": [-1.0068, 0.0428, -0.8898, 0.9857, -0.3806, -0.5570, -0.3790, -0.4673, -0.3678, 0.3614, 0.3828, 0.3703, 0.3080, 0.3278, 0.3725, 0.3846, 0.3045, 0.3240, 0.2760, 0.3296, 0.2782],
  "e_homo_ev": -14.49,
  "total_charge": 1,
  "gap_ev": 11.705,
  "de_lowest_ev": 0.479
}

=====

3.
{
  "formula": "C6H12NOS",
  "method": "ωB97M-V with the def2-TZVPD basis set",
  "symbols": ["C", "C", "C", "C", "C", "C", "N", "O", "S", "H", "H", "H", "H", "H", "H", "H", "H", "H", "H", "H", "H"],
  "xyz": [[-1.3815, -1.4712, -0.6870], [-0.6337, -0.9372, 0.4163], [-0.4014, 0.6770, -1.2427], [-1.1386, -0.0712, 1.5514], [-0.1677, 2.0540, -0.6656], [0.7543, 0.0447, -1.9089], [0.3521, -2.0119, 0.8457], [-1.4458, -2.6038, -1.0870], [-1.9831, 0.0329, -1.5362], [-0.4557, 0.7049, 1.7177], [-1.1706, -0.6992, 2.3927], [-2.1283, 0.2693, 1.5268], [-1.0200, 2.6426, -0.2891], [0.5065, 2.5880, -1.4656], [0.3270, 1.9935, 0.2103], [1.2273, 0.7504, -2.4517], [0.3448, -0.7454, -2.4878], [1.4647, -0.4595, -1.3611], [1.3088, -2.0571, 0.3451], [-0.1338, -2.8257, 0.6493], [0.6026, -2.1174, 1.8134]],
  "forces_ev_per_angstrom": [[-0.7, 0.5, -0.5], [0.5, 1.3, -0.5], [0.0, -0.2, 2.6], [0.9, -1.7, -0.9], [-1.0, 0.8, -4.0], [-2.6, -1.5, 0.1], [2.5, 1.6, -0.3], [0.3, -0.1, 0.2], [-0.7, 0.1, -0.1], [0.9, 1.3, 0.5], [0.2, -0.8, 1.6], [-1.3, 0.7, -0.9], [-0.2, -0.3, -1.2], [-1.4, -0.5, 1.8], [2.6, -0.6, 2.8], [1.6, 2.2, -2.3], [-0.1, -0.5, -1.2], [1.7, -0.5, 2.0], [-1.9, 0.3, 0.4], [-1.1, -2.8, -1.1], [-0.1, 0.7, 1.0]],
  "mulliken_charge": [0.6603, -0.0357, 0.9367, -1.6968, -1.2179, -1.6191, -0.2070, -0.5650, -0.0572, 0.3159, 0.5713, 0.3974, 0.4163, 0.2905, 0.4045, 0.5450, 0.4926, 0.2934, 0.3556, 0.3367, 0.3823],
  "e_homo_ev": [-12.87, -12.87],
  "total_charge": 1,
  "gap_ev": [8.258, 8.256],
  "de_lowest_ev": 3.164
}

=====

4.
{
  "formula": "C6H12O",
  "method": "ωB97M-V with the def2-TZVPD basis set",
  "symbols": ["C", "C", "C", "C", "C", "C", "H", "H", "H", "H", "H", "H", "H", "H", "H", "H", "H", "H", "O"],
  "xyz": [[-0.7286, -1.6039, -0.7137], [0.5478, -1.0343, -0.1803], [1.7568, -1.6588, -0.3342], [0.3254, 2.0879, 2.1062], [0.5020, 0.6992, 1.6120], [0.4429, 0.3359, 0.3234], [-1.5350, -0.8794, -0.6286], [-0.6447, -1.9942, -1.7436], [-1.1346, -2.4267, -0.1635], [1.7831, -2.6948, -0.6631], [2.6393, -1.2352, 0.0851], [-0.5562, 2.2203, 2.7449], [0.1265, 2.7680, 1.2606], [1.1800, 2.5480, 2.5731], [0.5640, -0.1284, 2.3131], [0.2929, 1.2007, -0.3391], [-1.3997, 0.0596, -2.4077], [-2.5618, 0.8938, -2.8958], [-1.6003, 0.8424, -2.9486]],
  "forces_ev_per_angstrom": [[-0.3, 0.0, -0.5], [1.6, -0.9, -0.7], [-2.2, 0.2, 0.7], [-0.7, 1.0, -0.9], [0.0, -1.0, -0.5], [0.3, 1.4, 1.1], [-0.1, 0.2, -0.4], [0.0, 0.3, 0.1], [0.1, -0.7, 0.7], [0.1, 0.2, -0.1], [0.6, 0.4, 0.0], [0.2, -0.3, 0.2], [0.0, -0.3, 0.0], [0.5, -0.2, 0.6], [0.2, 0.2, 0.3], [-0.1, -0.7, -0.4], [-0.1, 0.2, -0.2], [-0.2, 0.0, 0.0], [0.3, -0.1, 0.1]],
  "mulliken_spin": [2.1016, -1.6805, 0.1636, 0.2054, -0.1988, 1.4871, -0.2235, -0.0398, -0.5121, -0.0872, 0.0883, -0.0387, -0.1132, -0.0153, -0.0565, 0.0686, -0.0292, -0.4354, 0.3154],
  "e_homo_ev": [1.15, -5.75],
  "total_charge": -1,
  "gap_ev": [2.663, 9.417],
  "s2": 0.751,
  "de_lowest_ev": 1.423,
  "spin_multiplicity": 2
}

=====

5.
{
  "formula": "C6H12O",
  "method": "ωB97M-V with the def2-TZVPD basis set",
  "symbols": ["C", "C", "C", "C", "O", "C", "C", "H", "H", "H", "H", "H", "H", "H", "H", "H", "H", "H", "H"],
  "xyz": [[1.4965, -2.1819, -0.6767], [0.1729, -1.8795, 0.0086], [0.2488, -0.7581, 1.0480], [-1.3578, 1.7143, 0.0116], [-1.3683, 1.2682, -1.3915], [0.0067, 1.7553, 0.6004], [0.8152, 0.5884, 0.7108], [1.5011, -3.1426, -1.1977], [1.7124, -1.4361, -1.4459], [2.2973, -2.1856, 0.0709], [-0.2293, -2.7803, 0.5005], [-0.6363, -1.6950, -0.7084], [-0.7729, -0.5794, 1.4192], [0.7291, -1.1884, 1.9536], [-2.0584, 1.0252, 0.5251], [-1.7967, 2.7112, 0.0373], [-1.6879, 0.3661, -1.3824], [0.2448, 2.6806, 1.1100], [1.8055, 0.6231, 0.2476]],
  "forces_ev_per_angstrom": [[-0.1, 0.0, -0.2], [-0.6, -0.5, 0.0], [-0.6, 0.2, 0.4], [0.4, -0.4, 0.5], [-0.2, 0.3, -0.2], [-0.7, -0.3, 0.0], [0.1, 0.1, -0.5], [-0.1, -0.1, 0.1], [0.1, 0.2, 0.3], [0.0, 0.0, -0.2], [0.4, -0.1, 0.2], [0.3, 0.4, -0.3], [0.0, -0.1, -0.1], [0.3, 0.0, -0.2], [-0.1, 0.0, 0.0], [-0.1, 0.1, 0.0], [0.0, -0.2, 0.0], [0.4, 0.4, -0.4], [0.3, -0.1, 0.6]],
  "mulliken_spin": [0.1108, 0.0013, 0.0010, 0.0322, 0.0285, 0.3049, 0.4707, -0.0140, -0.0372, -0.0089, -0.0292, -0.0111, -0.0287, 0.0416, 0.0306, 0.0262, -0.0005, 0.0191, 0.0627],
  "e_homo_ev": [0.02, -1.80],
  "total_charge": -1,
  "gap_ev": [4.103, 5.872],
  "s2": 0.755,
  "de_lowest_ev": 1.720,
  "spin_multiplicity": 2
}

=====

6.
{
  "formula": "C6H12O",
  "method": "ωB97M-V with the def2-TZVPD basis set",
  "symbols": ["C", "C", "C", "C", "C", "C", "H", "H", "H", "H", "H", "H", "H", "H", "H", "H", "H", "H", "O"],
  "xyz": [[1.0017, -1.5224, -1.5635], [0.2918, -1.0461, -0.2521], [1.0648, -1.0289, 0.8570], [-2.1910, -0.6052, -0.0633], [-0.9711, -0.2334, -0.4137], [-0.7987, 1.2678, -0.7202], [1.3875, -2.5486, -1.4738], [1.8113, -0.8316, -1.6520], [0.2288, -1.5492, -2.3113], [0.7358, -0.5110, 1.7418], [1.9433, -1.6527, 0.9182], [-2.9879, 0.1335, -0.1438], [-2.6058, -1.6153, 0.1364], [-0.6641, 1.4936, -1.8518], [-0.0179, 1.8337, -0.1586], [-1.6310, 1.9066, -0.4648], [1.7967, 2.0542, 1.2592], [0.8360, 1.6842, 2.4688], [1.0858, 2.3391, 1.8142]],
  "forces_ev_per_angstrom": [[-1.6, -0.8, 1.9], [1.1, -0.1, -0.8], [-1.3, -0.2, -0.2], [-1.5, -0.9, -0.4], [1.1, 1.3, 1.2], [0.9, 1.0, -1.7], [0.0, 0.4, 0.1], [0.6, 0.5, -1.0], [0.2, 0.3, -0.9], [0.0, -0.1, 0.3], [0.2, 0.2, -0.1], [0.1, 0.0, 0.1], [1.0, 0.5, 0.1], [0.2, -0.6, 1.7], [0.1, -1.1, -0.5], [-1.0, -0.4, 0.1], [1.0, -1.0, -0.3], [0.4, -0.6, 0.0], [-1.3, 1.8, 0.4]],
  "mulliken_spin": [0.8259, -0.2645, 1.2199, 0.0978, -0.1516, 0.8604, -0.0273, -0.3174, -0.1442, -0.7662, -0.1790, 0.0712, -0.0735, -0.0714, -0.2040, 0.0535, -0.1926, -0.0839, 0.3469],
  "e_homo_ev": [1.02, -5.46],
  "total_charge": -1,
  "gap_ev": [3.054, 9.232],
  "s2": 0.751,
  "de_lowest_ev": 1.907,
  "spin_multiplicity": 2
}